Here is a molecular structure, C23H21Br2IrNO4P from the OMol25 dataset. Energies are from wB97M-V/def2-TZVPD.

As for the spin multiplicity: 6. The energy relative to the best compared isomer or geometry (same formula, charge and spin) is 104.7 kcal/mol. The LUMO energy (alpha / beta) comes out at -10.85 / -11.94 eV. As for the charge: +3. The expectation value of S² is 8.82. The HOMO energy (alpha / beta) comes out at -16.910 / -17.571 eV.

Geometry (Å):
Ir (-1.0837, -0.1559, -0.9687)
Br (2.2123, -2.0704, 1.0871)
Br (0.0183, -2.3488, -1.6100)
P (-1.2433, 2.0375, -0.1128)
O (-0.6272, 3.5095, 1.8746)
O (-3.0227, -0.5532, -0.8521)
O (-2.7880, 2.2315, 0.0813)
O (-0.7789, 3.3197, -0.8400)
N (-0.5724, 2.2921, 1.4909)
C (-0.9359, 0.3046, -2.8810)
C (0.5737, -2.5115, -5.7034)
C (2.5151, -1.8364, 5.2068)
C (-4.1524, -0.3235, -1.6628)
C (0.0583, -1.9094, -3.4586)
C (1.7791, -0.7110, 5.5572)
C (0.3910, 0.1446, 2.3303)
C (0.5442, -2.8433, -4.3573)
C (1.1582, -0.4957, 3.2116)
C (2.6722, -2.2703, 3.8639)
C (-0.3456, 1.8491, 3.9365)
C (-0.4168, -0.6546, -3.8150)
C (-3.4652, 3.4791, 0.4738)
C (1.0958, -0.0062, 4.5894)
C (0.3573, 1.2114, 4.8732)
C (-0.4059, -0.3472, -5.2039)
C (-0.5338, 1.2519, 2.5698)
C (0.0963, -1.2742, -6.1253)
C (0.5755, 3.7477, -1.1840)
C (-1.4636, 1.5223, -3.3785)
C (-1.4501, 1.8119, -4.7217)
C (2.0165, -1.6075, 2.8860)
C (-0.9190, 0.8911, -5.6387)
H (1.2388, 2.8886, -1.2778)
H (-4.1146, 0.6591, -2.1339)
H (0.4227, 1.6208, 5.8731)
H (0.4990, 4.2764, -2.1255)
H (1.7433, -0.3794, 6.5875)
H (-1.5366, 0.7757, 2.6190)
H (-2.7578, 4.1946, 0.8786)
H (0.9620, -3.2223, -6.4211)
H (-4.2064, 3.2045, 1.2145)
H (-4.1692, -1.0744, -2.4631)
H (3.3160, -3.1066, 3.6301)
H (-1.8930, 2.2458, -2.7013)
H (-0.8294, 2.7987, 4.1158)
H (-1.8555, 2.7518, -5.0747)
H (3.0068, -2.4044, 5.9896)
H (0.1013, -1.0210, -7.1791)
H (0.8878, -3.8138, -4.0213)
H (-3.9467, 3.8825, -0.4116)
H (-0.9166, 1.1215, -6.6979)
H (0.9213, 4.4167, -0.4024)
H (-5.0589, -0.4450, -1.0790)

Here is a molecular structure, C23H21EuN7O4S from the OMol25 dataset. Energies are from wB97M-V/def2-TZVPD.

As for the spin multiplicity: 7. The energy relative to the best compared isomer or geometry (same formula, charge and spin) is 12.5 kcal/mol. The LUMO energy (alpha / beta) comes out at -9.94 / -9.15 eV. As for the charge: +3. The expectation value of S² is 12.01. The HOMO energy (alpha / beta) comes out at -16.846 / -16.846 eV.

Geometry (Å):
Eu (-0.0128, -0.5161, -0.0572)
S (1.0722, 2.1013, 0.1308)
O (-2.2904, -2.9444, 3.1901)
O (-1.6815, 1.2293, -0.8777)
O (-0.8724, -2.1476, 1.6471)
O (-3.3697, 2.6119, -0.8998)
N (1.7417, -0.4727, -1.7573)
N (-0.7649, -1.1720, -2.3429)
N (-2.4181, -0.0813, 1.2081)
N (2.3087, -1.2423, 0.7284)
N (0.3191, 4.0349, 1.7479)
N (0.4641, 0.5787, 2.5679)
N (0.1101, 1.9439, 2.6272)
C (4.5927, -0.5822, 0.5639)
C (-2.6184, -1.4313, -3.8315)
C (1.3823, -0.3299, -3.0403)
C (-2.0200, -1.5624, -2.5958)
C (2.3114, -0.0102, -4.0124)
C (-3.8412, -0.5862, 3.0555)
C (4.0028, -0.0320, -2.3146)
C (-0.0431, -0.6316, -3.3455)
C (-1.8928, -0.8302, -4.8465)
C (-4.2565, 1.3400, 1.6903)
C (4.8426, -1.0820, 1.8335)
C (-4.5892, 0.5525, 2.7854)
C (0.4674, 2.7276, 1.5837)
C (3.3267, -0.7127, 0.0218)
C (-1.8802, -2.0520, 2.3392)
C (-0.5899, -0.4224, -4.5968)
C (3.6322, 0.1592, -3.6366)
C (-2.6958, 1.6361, -0.3510)
C (3.0261, -0.3545, -1.3926)
C (-3.1654, 0.9731, 0.9198)
C (-2.7624, -0.8511, 2.2305)
C (3.8153, -1.7013, 2.5292)
C (2.5672, -1.7441, 1.9425)
H (3.9766, -2.1410, 3.5041)
H (5.8320, -1.0021, 2.2652)
H (0.0760, 4.4575, 2.6324)
H (-1.7122, -3.7280, 3.2143)
H (5.0415, 0.0414, -2.0300)
H (-4.8562, 2.2120, 1.4568)
H (-4.0967, -1.2506, 3.8712)
H (-2.3296, -0.6877, -5.8266)
H (-4.1993, 2.8375, -0.4557)
H (-3.6271, -1.7876, -3.9906)
H (-5.4366, 0.8111, 3.4071)
H (0.5988, 4.6511, 1.0001)
H (2.0308, 0.0802, -5.0510)
H (-2.5643, -2.0061, -1.7700)
H (-0.0116, 0.0423, -5.3822)
H (4.3808, 0.4022, -4.3792)
H (0.1063, 2.3642, 3.5481)
H (1.4644, 0.4931, 2.7367)
H (1.7289, -2.1979, 2.4595)
H (-0.0088, 0.1228, 3.3402)
H (5.3882, -0.1103, 0.0052)

Here is a molecular structure, C23H21F12NO3SiTi from the OMol25 dataset. Energies are from wB97M-V/def2-TZVPD.

As for the spin multiplicity: 2. The LUMO energy (alpha / beta) comes out at 2.83 / 2.83 eV. As for the charge: -1. The expectation value of S² is 0.75. The HOMO energy (alpha / beta) comes out at -3.073 / -4.587 eV.

Geometry (Å):
Ti (0.6869, -0.9873, -0.1093)
Si (3.2267, -1.1810, 1.8598)
F (1.9703, -0.3947, -4.9434)
F (-1.6907, -3.7700, 2.3223)
F (-2.0112, -2.0040, -1.0140)
F (0.3252, -1.7427, -4.5638)
F (2.2948, -2.1734, -3.7730)
F (3.1981, -0.6454, -1.6384)
F (-3.3392, -2.4610, 2.8351)
F (-1.3641, -2.1239, 3.6737)
F (2.0189, 1.1014, -1.1348)
F (-3.6426, -1.1080, 0.0786)
F (2.9683, 0.9610, -3.0585)
F (-3.1581, -3.1923, 0.3329)
O (0.7479, -1.5441, -1.8085)
O (2.0473, -0.5238, 0.9922)
O (-0.3299, -1.9781, 1.0314)
N (-0.5923, 0.3990, -0.4135)
C (-1.1903, 2.1953, 1.1260)
C (-2.1720, 2.3701, -3.1162)
C (-2.4017, 1.7336, 3.1537)
C (-2.0127, -2.4888, 2.5507)
C (-2.3611, 0.3833, 2.8331)
C (-1.7811, 2.6339, 2.2953)
C (-0.1045, 0.5433, -2.7955)
C (-1.6136, -1.5834, 1.3558)
C (-1.4077, 2.0257, -4.2241)
C (1.4087, -1.1879, -4.0007)
C (2.7631, -2.8792, 2.5590)
C (-1.9086, 1.8451, -1.8689)
C (-1.6758, 2.6191, -5.5842)
C (4.7965, -1.4980, 0.8360)
C (3.7007, 0.0005, 3.2667)
C (-2.6088, -1.9694, 0.1758)
C (1.0231, -0.4902, -2.6559)
C (2.3193, 0.2390, -2.1304)
C (-1.1898, 0.8455, 0.7644)
C (-1.7523, -0.0895, 1.6760)
C (-0.8474, 0.9446, -1.6446)
C (-3.0828, 2.1956, 4.4177)
C (-0.3883, 1.1022, -4.0358)
H (-1.9961, 1.8524, -6.2941)
H (0.1920, 0.8190, -4.9028)
H (4.5220, -0.3951, 3.8704)
H (-1.7479, 3.6864, 2.5547)
H (-2.4562, 3.3777, -5.5224)
H (-3.0003, 3.0610, -3.2376)
H (2.5930, -3.5840, 1.7408)
H (3.5683, -3.2732, 3.1846)
H (5.1455, -0.5834, 0.3509)
H (-2.5647, 1.8210, 5.3035)
H (-4.1099, 1.8280, 4.4577)
H (5.6128, -1.8843, 1.4518)
H (-2.8330, -0.3070, 3.5185)
H (1.8478, -2.8436, 3.1537)
H (4.5911, -2.2309, 0.0522)
H (-3.1018, 3.2841, 4.4682)
H (2.8522, 0.1860, 3.9291)
H (-0.7778, 3.0867, -5.9942)
H (4.0197, 0.9609, 2.8544)
H (-2.5304, 2.1189, -1.0279)
H (-0.6955, 2.8973, 0.4658)

Here is a single C23H21FN2O6S molecule from the OMol25 dataset. Energies are from wB97M-V/def2-TZVPD.

The energy relative to the best compared isomer or geometry (same formula, charge and spin) is 32.3 kcal/mol. The LUMO energy comes out at 0.12 eV. Its structure (SMILES) is COc1cc(/C=N/NC(=O)COc2cccc(F)c2)ccc1OS(=O)(=O)c1ccc(C)cc1. The HOMO energy comes out at -8.521 eV.

Geometry (Å):
S (-4.2384, -0.3954, -0.5343)
F (1.3160, 2.9903, -1.7220)
O (-5.6520, -0.3762, -0.3528)
O (-3.7044, -0.7818, -1.8047)
O (-2.9135, -3.8766, -0.9232)
O (-3.6797, -1.4346, 0.5952)
O (6.0809, -2.1792, 0.4898)
O (3.4800, 0.1024, 1.2444)
N (2.6148, -2.2285, 0.3653)
N (3.8979, -2.5298, 0.1330)
C (-3.5039, 1.1319, -0.0091)
C (-1.3595, -1.1016, 0.9780)
C (-1.7543, 2.7385, -0.1828)
C (-0.7134, -3.3038, -0.5354)
C (-1.6585, 4.7140, 1.3638)
C (-4.0700, 1.8200, 1.0455)
C (-4.3174, -3.7542, -0.7930)
C (4.6434, 0.7866, -0.7897)
C (0.3001, -2.5381, 0.0239)
C (4.9327, -1.8542, 0.6988)
C (3.4895, 2.2777, -2.2931)
C (4.5642, -0.7029, 1.6356)
C (3.5496, 0.7818, 0.0710)
C (-0.0352, -1.4299, 0.8079)
C (-2.2995, 3.4511, 0.8803)
C (1.6864, -2.8813, -0.2073)
C (-3.4634, 2.9818, 1.4874)
C (-2.3538, 1.5728, -0.6298)
C (2.4173, 1.5299, -0.2549)
C (-2.0652, -2.9980, -0.3535)
C (-2.3789, -1.8611, 0.4065)
C (4.6025, 1.5292, -1.9584)
C (2.4144, 2.2595, -1.4229)
H (-4.6957, -2.8761, -1.3195)
H (1.5640, 1.5303, 0.4027)
H (-4.7177, -4.6574, -1.2531)
H (5.5308, 0.2182, -0.5637)
H (5.4724, -0.1068, 1.7955)
H (-0.4843, -4.1708, -1.1360)
H (-3.8931, 3.5337, 2.3103)
H (-0.8594, 3.0971, -0.6660)
H (4.1445, -3.3000, -0.4979)
H (0.7540, -0.8476, 1.2532)
H (3.4462, 2.8610, -3.1979)
H (-1.5322, 4.6909, 2.4446)
H (-1.6436, -0.2443, 1.5698)
H (-0.6890, 4.8612, 0.8965)
H (-2.2906, 5.5680, 1.1229)
H (4.2564, -1.1398, 2.5913)
H (-1.9503, 1.0043, -1.4521)
H (5.4578, 1.5223, -2.6162)
H (-4.9733, 1.4375, 1.4927)
H (1.8963, -3.7119, -0.8914)
H (-4.6217, -3.7100, 0.2550)

Here is a molecular structure, C23H21IN3O6PdS from the OMol25 dataset. Energies are from wB97M-V/def2-TZVPD.

As for the spin multiplicity: 3. The LUMO energy (alpha / beta) comes out at 2.03 / 1.85 eV. As for the charge: -1. The expectation value of S² is 2.01. The HOMO energy (alpha / beta) comes out at -4.814 / -5.177 eV.

Geometry (Å):
I (1.5397, -0.7757, 1.9610)
Pd (-0.1258, 0.2767, 0.0480)
S (-0.5537, 2.9326, 0.7513)
O (2.7621, 1.4392, -2.5879)
O (1.5256, 0.1469, -1.2569)
O (-4.4984, -3.8616, -1.1969)
O (-1.2024, 0.3235, -1.8167)
O (-0.6899, 2.5023, 2.1259)
O (-1.7175, 2.7816, -0.1074)
N (0.7704, 2.2799, 0.1713)
N (-1.4038, -1.4698, 0.5874)
N (-4.4854, 0.3898, -3.1280)
C (-2.4224, -0.0060, -1.9022)
C (-4.3663, -1.4363, -1.5644)
C (0.4764, -3.1442, 3.3723)
C (1.8753, 1.2961, -1.7586)
C (0.6228, 6.6004, 1.9201)
C (-1.0682, -2.3478, 1.6688)
C (-0.6235, 5.4843, -0.2928)
C (-2.3776, -1.8386, -0.1828)
C (0.6068, 8.8893, 0.8644)
C (-1.6721, -4.1581, 3.1867)
C (0.3461, 5.2403, 1.8964)
C (-3.0302, -1.0747, -1.2106)
C (0.2918, 7.4167, 0.8450)
C (-0.3346, 6.8393, -0.2570)
C (-1.9859, -3.2865, 2.1617)
C (-2.6384, 1.9137, -3.5079)
C (-0.4243, -4.1079, 3.7881)
C (0.1541, -2.2650, 2.3440)
C (-3.2595, 0.7227, -2.8505)
C (1.0933, 2.5030, -1.2502)
C (-5.0262, -0.6968, -2.4985)
C (-5.0883, -2.5846, -0.9192)
C (-0.2812, 4.6845, 0.7920)
H (0.1926, 2.5852, -1.8707)
H (-4.2519, -3.8607, -2.1281)
H (-1.7204, 1.6330, -4.0277)
H (1.7061, 3.3950, -1.3846)
H (-0.6051, 7.4634, -1.1024)
H (-2.8037, -2.8271, -0.0321)
H (-2.3469, 2.6402, -2.7452)
H (-2.4168, -4.8670, 3.5252)
H (-2.9834, -3.3216, 1.7474)
H (-6.1306, -2.5730, -1.2478)
H (1.3324, 9.1461, 0.0898)
H (-3.3500, 2.3547, -4.2033)
H (-5.0869, -2.4974, 0.1696)
H (-0.1642, -4.7864, 4.5898)
H (0.6004, 4.6040, 2.7344)
H (-0.2878, 9.4883, 0.6836)
H (1.4390, -3.0581, 3.8579)
H (-6.0504, -0.9378, -2.7615)
H (-1.1273, 5.0415, -1.1418)
H (1.1046, 7.0341, 2.7896)
H (1.0244, 9.1895, 1.8253)